The following is a quantum chemistry calculation of C40H81AgO21S10 as an isolated structure, from OMol25.

- max |F| (eV Å⁻¹) = 4.3
- LUMO level (eV) = -0.026
- HOMO (eV) = -7.75
- M (g mol⁻¹) = 1326.605
- multiplicity = 1

Last column: Mulliken charge in e.
Geometry (Å):
1 Ag -0.87 -0.23 -0.26  1.849
2 O -0.55 1.96 -0.81  0.480
3 H -1.06 2.76 -1.04  -0.818
4 C 1.28 -2.93 5.89  -0.818
5 C 0.61 -2.90 4.50  -0.534
6 C 0.67 -1.49 3.97  1.361
7 S 1.12 -0.28 5.27  1.042
8 O 0.05 0.72 5.59  -0.641
9 O 2.50 0.12 4.99  -0.630
10 C 1.10 -1.64 6.60  -0.965
11 H 2.37 -3.00 5.85  0.292
12 H 1.02 -3.88 6.36  0.489
13 H -0.46 -3.08 4.62  0.253
14 H 0.91 -3.70 3.82  0.371
15 H -0.22 -1.17 3.44  -0.475
16 H 1.51 -1.30 3.30  -0.956
17 H 0.18 -1.54 7.18  0.338
18 H 1.92 -1.30 7.24  0.492
19 C -4.15 -5.09 0.18  -0.796
20 C -3.38 -5.62 1.46  -0.616
21 C -2.20 -4.78 1.80  -0.558
22 S -2.64 -3.06 1.27  0.884
23 O -1.42 -2.40 0.78  -0.329
24 O -3.51 -2.39 2.26  -0.805
25 C -3.69 -3.63 -0.22  -0.416
26 H -5.23 -4.98 0.24  0.318
27 H -4.06 -5.77 -0.66  0.334
28 H -3.08 -6.66 1.31  0.417
29 H -4.11 -5.54 2.26  0.274
30 H -1.28 -4.94 1.23  0.337
31 H -1.88 -4.76 2.84  0.314
32 H -2.93 -3.76 -1.00  0.002
33 H -4.38 -2.92 -0.68  0.410
34 C 3.91 1.30 -2.39  1.878
35 C 4.51 2.69 -2.57  -0.855
36 C 6.02 2.59 -2.55  -0.740
37 S 6.31 1.17 -3.74  1.080
38 O 7.42 0.37 -3.23  -0.662
39 O 6.28 1.55 -5.17  -0.647
40 C 4.62 0.42 -3.30  -0.575
41 H 2.84 1.23 -2.60  -0.687
42 H 3.89 1.03 -1.33  -0.901
43 H 4.08 3.33 -1.80  0.377
44 H 4.25 3.13 -3.54  0.389
45 H 6.27 2.27 -1.54  0.271
46 H 6.54 3.51 -2.81  0.509
47 H 4.91 -0.52 -2.82  0.201
48 H 4.12 0.09 -4.21  0.434
49 C 0.49 -5.10 -2.63  -0.383
50 C 0.65 -4.51 -3.99  0.050
51 C 0.91 -5.58 -5.05  -0.912
52 S -0.06 -7.11 -4.56  1.108
53 O 0.72 -8.30 -4.30  -0.642
54 O -1.28 -7.23 -5.30  -0.624
55 C -0.49 -6.31 -2.91  -0.990
56 H 0.09 -4.41 -1.89  0.094
57 H 1.40 -5.61 -2.32  0.306
58 H 1.33 -3.66 -3.96  0.314
59 H -0.28 -4.00 -4.23  -0.104
60 H 1.94 -5.93 -5.14  0.402
61 H 0.66 -5.36 -6.09  0.455
62 H -0.52 -7.08 -2.14  0.564
63 H -1.51 -5.96 -3.03  0.384
64 C -1.68 5.11 -0.31  0.971
65 C -0.23 5.42 -0.55  -0.985
66 C 0.38 5.76 0.76  -0.215
67 S -0.93 6.62 1.76  1.016
68 O -0.82 8.08 1.63  -0.734
69 O -1.14 5.95 3.04  -0.554
70 C -2.30 6.20 0.57  -1.121
71 H -1.68 4.17 0.23  -0.708
72 H -2.07 4.98 -1.32  0.436
73 H -0.22 6.22 -1.29  0.416
74 H 0.39 4.66 -1.03  0.250
75 H 1.34 6.27 0.73  0.633
76 H 0.68 4.86 1.29  -0.375
77 H -2.28 7.12 -0.01  0.471
78 H -3.28 6.10 1.03  0.449
79 C 4.46 -3.07 -0.41  -0.788
80 C 4.81 -1.77 0.33  -0.382
81 C 3.82 -1.54 1.45  -0.460
82 S 2.16 -2.26 0.73  0.553
83 O 1.21 -1.13 0.59  0.609
84 O 1.91 -3.44 1.59  -0.784
85 C 3.00 -2.78 -0.79  0.040
86 H 4.78 -3.87 0.26  0.353
87 H 5.13 -3.23 -1.25  0.446
88 H 4.74 -0.91 -0.34  -0.217
89 H 5.79 -1.94 0.78  0.579
90 H 3.61 -0.48 1.62  -0.198
91 H 4.09 -2.05 2.37  0.453
92 H 2.86 -1.89 -1.40  0.048
93 H 2.40 -3.61 -1.14  0.009
94 C 1.68 2.24 2.39  2.459
95 C 2.37 3.02 3.53  -0.692
96 C 3.87 2.84 3.40  -0.823
97 S 4.22 2.96 1.58  1.161
98 O 5.17 1.96 1.16  -0.615
99 O 4.45 4.36 1.19  -0.706
100 C 2.42 2.58 1.06  0.510
101 H 0.65 2.59 2.33  -0.955
102 H 1.60 1.18 2.62  -1.520
103 H 2.08 2.49 4.43  0.397
104 H 2.11 4.08 3.54  0.402
105 H 3.94 1.85 3.84  0.234
106 H 4.56 3.48 3.95  0.532
107 H 2.48 1.71 0.40  -0.194
108 H 1.87 3.36 0.54  -0.295
109 C -4.02 1.51 4.66  -0.713
110 C -2.81 2.40 4.89  -0.524
111 C -2.29 2.85 3.53  -0.437
112 S -2.49 1.38 2.45  1.043
113 O -1.22 0.74 2.19  -0.092
114 O -3.47 1.75 1.46  -0.831
115 C -3.46 0.43 3.71  -0.826
116 H -4.79 2.14 4.19  0.263
117 H -4.38 1.00 5.55  0.433
118 H -2.07 1.81 5.43  0.080
119 H -3.09 3.32 5.41  0.450
120 H -1.24 3.13 3.50  -0.103
121 H -2.98 3.51 3.01  0.388
122 H -2.80 -0.18 4.31  0.082
123 H -4.04 -0.18 3.02  0.580
124 C -0.54 1.29 -5.43  -1.011
125 C -1.50 0.25 -5.83  -0.431
126 C -0.80 -1.02 -5.28  -1.006
127 S 0.08 -0.61 -3.71  0.724
128 O 1.48 -1.04 -3.70  -0.669
129 O -0.78 -0.98 -2.58  -0.561
130 C 0.00 1.25 -3.99  0.347
131 H -1.09 2.21 -5.54  0.462
132 H 0.29 1.44 -6.12  0.360
133 H -1.72 0.18 -6.89  0.389
134 H -2.44 0.45 -5.31  0.169
135 H -0.11 -1.42 -6.02  0.479
136 H -1.49 -1.85 -5.13  0.415
137 H 0.90 1.78 -3.67  0.373
138 H -0.80 1.47 -3.28  -0.597
139 C -5.95 2.53 -0.65  -0.554
140 C -4.87 3.10 -1.66  -0.969
141 C -3.68 2.17 -1.73  0.838
142 S -4.47 0.51 -1.76  0.629
143 O -3.55 -0.41 -0.98  -0.369
144 O -4.84 0.15 -3.14  -0.720
145 C -6.00 1.05 -0.88  -0.719
146 H -6.95 2.95 -0.77  0.540
147 H -5.66 2.91 0.33  0.020
148 H -4.65 4.15 -1.49  0.375
149 H -5.42 3.14 -2.60  0.347
150 H -3.00 2.24 -0.88  -0.942
151 H -3.09 2.15 -2.65  0.430
152 H -5.92 0.60 0.12  0.222
153 H -6.86 0.61 -1.39  0.532